1.
A molecular structure, C38H39KN5O8S, computed with ωB97M-V/def2-TZVPD.

Positions of all 92 atoms, in Å:
K  -0.463  0.067  -0.630
C  5.479  2.655  3.959
C  4.478  2.291  2.895
C  4.785  2.279  1.567
C  3.827  1.935  0.576
C  4.201  1.798  -0.780
N  3.360  1.434  -1.697
C  3.600  1.150  -3.109
C  2.874  -0.137  -3.463
C  3.538  -1.456  -3.137
N  4.174  -1.673  -1.813
C  3.980  -2.759  -1.077
C  2.785  -3.429  -0.852
C  2.853  -4.826  -0.504
C  1.769  -5.531  -0.121
C  1.802  -7.010  0.146
C  0.543  -4.797  0.068
C  0.426  -3.466  -0.124
C  -0.846  -2.775  0.287
N  -1.039  -2.238  1.413
C  0.049  -2.222  2.393
C  -0.469  -1.760  3.750
C  -0.671  -0.247  3.851
N  0.643  0.396  3.780
C  0.859  1.052  2.719
C  2.197  1.577  2.366
C  3.159  1.904  3.271
C  2.479  1.615  0.952
O  1.588  1.302  0.112
C  1.540  -2.674  -0.684
O  1.429  -1.460  -0.873
H  6.413  3.003  3.516
H  5.712  1.803  4.603
H  5.101  3.451  4.605
H  5.792  2.537  1.245
H  5.235  1.966  -1.082
H  2.396  1.305  -1.317
H  4.679  1.136  -3.300
H  3.135  1.949  -3.687
H  2.700  -0.154  -4.542
H  1.871  -0.089  -3.045
H  4.356  -1.645  -3.842
H  2.808  -2.255  -3.266
H  5.099  -1.281  -1.737
H  4.879  -3.151  -0.599
H  3.810  -5.331  -0.607
H  2.826  -7.386  0.137
H  1.238  -7.565  -0.608
H  1.363  -7.251  1.116
H  -0.320  -5.338  0.451
H  -1.692  -2.782  -0.404
H  0.839  -1.552  2.034
H  0.507  -3.213  2.478
H  0.227  -2.075  4.531
H  -1.427  -2.253  3.931
H  -1.119  -0.017  4.820
H  -1.353  0.095  3.061
H  0.098  1.185  1.948
H  2.902  1.843  4.325
O  -4.579  3.543  -4.284
C  -3.696  2.878  -3.473
C  -4.052  2.458  -2.200
C  -3.097  1.806  -1.436
N  -1.884  1.546  -1.919
C  -1.569  1.907  -3.164
C  -2.432  2.614  -3.978
C  -0.219  1.349  -3.625
O  0.617  2.105  -4.154
O  -0.084  0.118  -3.367
C  -3.404  1.268  -0.012
O  -4.587  1.347  0.349
O  -2.408  0.784  0.597
H  -5.419  3.597  -3.818
H  -5.043  2.608  -1.785
H  -2.153  2.908  -4.980
C  -3.389  -2.894  -2.656
S  -2.302  -1.511  -3.056
O  -3.126  -0.662  -3.965
C  -1.189  -2.439  -4.125
C  -1.169  -2.104  -5.466
C  -0.269  -2.743  -6.311
C  0.608  -3.698  -5.812
C  0.583  -4.020  -4.460
C  -0.315  -3.386  -3.614
H  -3.884  -3.196  -3.579
H  -4.115  -2.520  -1.934
H  -2.823  -3.725  -2.230
H  -1.840  -1.329  -5.816
H  -0.242  -2.480  -7.361
H  1.313  -4.186  -6.474
H  1.267  -4.759  -4.057
H  -0.322  -3.627  -2.558

Computed properties:
E_LUMO (Ha): 0.0497
Relative energy (zero: lowest compared OMol25 entry of this formula, charge and spin) (kJ/mol): 93.73
F_max (hartree/bohr): 0.021
Energy (eV): -91031.98111
Net charge: -1



2.
A molecular structure, C38H40BF3FeO2, computed with ωB97M-V/def2-TZVPD.

Positions of all 85 atoms, in Å:
C  -4.354  2.234  4.603
C  -3.617  1.828  5.788
C  -2.196  1.940  5.498
C  -2.053  2.418  4.128
C  -3.391  2.596  3.574
Fe  -3.098  0.744  4.192
C  -4.122  -0.424  2.964
C  -4.090  -0.951  4.331
C  -2.719  -1.102  4.718
C  -1.851  -0.724  3.574
C  -0.424  -0.746  3.501
C  0.378  -1.560  4.354
C  1.715  -1.184  4.683
C  2.544  -2.043  5.400
C  2.079  -3.306  5.806
C  0.744  -3.666  5.569
C  -0.105  -2.798  4.887
C  -2.770  -0.239  2.527
H  -5.430  2.357  4.539
H  -4.052  1.602  6.756
H  -1.391  1.809  6.213
H  -1.124  2.703  3.649
H  -3.628  3.025  2.608
H  -5.019  -0.263  2.368
H  -4.957  -1.233  4.929
H  -2.327  -1.519  5.642
H  0.045  0.016  2.873
H  2.049  -0.183  4.411
H  3.565  -1.743  5.635
H  2.756  -4.011  6.290
H  0.366  -4.633  5.904
H  -1.154  -3.062  4.752
H  -2.430  0.073  1.544
C  3.678  -0.102  -4.769
C  2.177  -0.077  -4.561
C  1.563  0.837  -5.622
C  1.463  -1.511  -4.526
C  1.051  -2.046  -5.887
C  2.339  -2.556  -3.849
O  0.310  -1.278  -3.714
B  0.620  -0.138  -2.902
C  -0.520  1.023  -3.002
C  -0.173  2.359  -2.806
C  -1.163  3.355  -2.831
C  -2.469  3.002  -3.120
C  -3.543  4.057  -3.096
F  -4.561  3.776  -3.961
F  -4.096  4.166  -1.844
F  -3.057  5.290  -3.429
C  -2.816  1.687  -3.407
C  -1.819  0.699  -3.372
C  0.669  -0.782  -1.015
C  -0.452  -0.167  -0.226
C  2.075  -0.596  -0.622
C  2.882  -1.698  -0.277
C  4.189  -1.508  0.178
C  4.722  -0.224  0.279
C  3.938  0.876  -0.079
C  2.628  0.691  -0.523
O  1.894  0.427  -3.263
H  3.921  -0.560  -5.737
H  4.057  0.927  -4.785
H  4.195  -0.647  -3.972
H  1.851  0.513  -6.631
H  0.469  0.866  -5.560
H  1.945  1.855  -5.481
H  1.937  -2.188  -6.522
H  0.570  -3.022  -5.769
H  0.355  -1.376  -6.401
H  3.190  -2.823  -4.487
H  2.716  -2.204  -2.878
H  1.745  -3.462  -3.682
H  0.854  2.662  -2.615
H  -0.903  4.389  -2.623
H  -3.840  1.430  -3.649
H  -2.098  -0.327  -3.614
H  0.454  -1.815  -1.312
H  -1.407  -0.369  -0.733
H  -0.535  -0.562  0.801
H  -0.314  0.920  -0.140
H  2.474  -2.706  -0.389
H  4.793  -2.374  0.442
H  5.741  -0.070  0.640
H  4.340  1.883  -0.038
H  2.024  1.544  -0.826

Computed properties:
E_LUMO (spin up / spin down) (Ha): 0.0200 / -0.0871
Relative energy (zero: lowest compared OMol25 entry of this formula, charge and spin) (kJ/mol): 0.00
F_max (hartree/bohr): 0.065
Energy (eV): -87363.25311
Multiplicity: 5
⟨S²⟩: 6.093



3.
A molecular structure, C38H40F12Ge2NO2SiTi, computed with ωB97M-V/def2-TZVPD.

Positions of all 97 atoms, in Å:
Ti  -0.074  1.574  0.012
C  5.732  1.556  -4.022
C  4.671  1.291  -2.985
C  5.017  1.067  -1.647
C  4.036  0.844  -0.703
C  2.669  0.814  -1.017
N  1.730  0.538  -0.021
C  2.084  -0.380  0.965
C  2.760  -1.563  0.615
C  3.077  -2.535  1.537
C  2.729  -2.392  2.874
C  3.009  -3.470  3.886
C  2.072  -1.227  3.238
C  1.749  -0.225  2.326
C  1.105  1.085  2.793
O  0.251  1.648  1.894
C  2.241  2.116  3.079
F  2.921  2.399  1.967
F  3.142  1.655  3.979
F  1.770  3.275  3.563
C  0.253  0.919  4.096
F  0.993  0.718  5.216
F  -0.487  2.003  4.339
F  -0.591  -0.113  3.995
C  2.299  1.119  -2.365
C  3.336  1.316  -3.313
C  0.934  1.244  -2.743
O  -0.066  1.295  -1.894
C  0.520  1.374  -4.183
F  -0.803  1.312  -4.339
F  0.922  2.543  -4.763
F  1.050  0.399  -4.978
C  0.933  4.478  -2.009
F  0.731  3.222  -0.355
F  2.247  4.397  -1.979
F  0.692  5.558  -1.281
H  6.561  0.849  -3.935
H  6.149  2.561  -3.913
H  5.321  1.475  -5.029
H  6.059  1.079  -1.345
H  4.317  0.674  0.329
H  3.037  -1.700  -0.423
H  3.587  -3.436  1.206
H  3.770  -4.163  3.523
H  2.105  -4.048  4.098
H  3.359  -3.046  4.830
H  1.812  -1.100  4.280
H  3.063  1.525  -4.339
C  -4.572  -2.874  -0.134
Ge  -3.936  -1.010  0.080
C  -4.889  0.042  -1.299
C  -4.705  -0.531  1.842
Ge  -1.483  -0.811  -0.040
C  -1.077  -2.321  1.218
C  -1.661  -2.357  2.487
C  -1.420  -3.398  3.375
C  -0.578  -4.441  3.012
C  0.022  -4.420  1.761
C  -0.226  -3.374  0.879
C  -1.081  -1.668  -1.797
C  0.256  -1.856  -2.160
C  0.610  -2.424  -3.377
C  -0.374  -2.803  -4.280
C  -1.707  -2.610  -3.952
C  -2.051  -2.053  -2.724
H  -5.657  -2.947  -0.018
H  -4.094  -3.483  0.637
H  -4.294  -3.281  -1.107
H  -5.892  0.314  -0.961
H  -4.981  -0.544  -2.215
H  -4.338  0.953  -1.532
H  -5.714  -0.130  1.723
H  -4.101  0.210  2.360
H  -4.761  -1.433  2.454
H  -2.312  -1.547  2.793
H  -1.890  -3.392  4.352
H  -0.386  -5.256  3.701
H  0.696  -5.219  1.469
H  0.251  -3.388  -0.094
H  1.036  -1.527  -1.485
H  1.657  -2.537  -3.633
H  -0.101  -3.227  -5.240
H  -2.486  -2.884  -4.656
H  -3.098  -1.907  -2.495
C  -2.677  3.856  -1.451
Si  -2.180  3.171  0.244
C  -1.569  4.659  1.254
C  -3.840  2.811  1.101
H  -3.401  4.672  -1.345
H  -3.121  3.078  -2.079
H  -1.795  4.230  -1.975
H  -2.314  5.464  1.260
H  -0.634  5.043  0.844
H  -1.380  4.354  2.287
H  -4.459  3.716  1.071
H  -3.677  2.553  2.150
H  -4.409  2.005  0.638

Computed properties:
E_LUMO (spin up / spin down) (Ha): 0.1627 / 0.1626
Relative energy (zero: lowest compared OMol25 entry of this formula, charge and spin) (kJ/mol): 141.40
F_max (hartree/bohr): 0.009
Energy (eV): -222280.26596
Multiplicity: 2
⟨S²⟩: 0.780
Net charge: -2



4.
8 unconnected molecules or ions with the total composition C38H40F18O10, computed with ωB97M-V/def2-TZVPD.

Positions of all 106 atoms, in Å:
C  -1.439  -6.582  -0.651
C  -0.299  -5.649  -1.279
O  1.013  -6.207  -0.832
C  2.089  -5.480  -1.020
O  2.201  -4.461  -1.650
C  3.326  -6.160  -0.422
F  3.701  -7.129  -1.315
F  4.340  -5.341  -0.362
F  3.036  -6.522  0.816
H  -1.313  -7.580  -1.081
H  -2.452  -6.279  -0.952
H  -1.474  -6.744  0.451
H  -0.410  -4.591  -1.056
H  -0.349  -5.748  -2.327
C  3.197  6.935  -3.950
C  3.571  5.459  -3.860
O  2.724  4.522  -4.551
C  1.847  3.948  -3.739
O  1.768  4.124  -2.562
C  1.181  2.792  -4.554
F  1.686  2.774  -5.769
F  1.485  1.630  -3.909
F  -0.206  2.952  -4.693
H  2.942  7.191  -4.999
H  4.046  7.561  -3.670
H  2.282  7.076  -3.308
H  3.660  5.172  -2.759
H  4.524  5.333  -4.384
C  -2.092  1.657  -2.113
C  -3.412  0.975  -2.302
O  -3.285  -0.426  -2.139
C  -3.445  -0.907  -0.869
O  -3.420  -0.316  0.157
C  -3.948  -2.328  -0.989
F  -4.645  -2.836  0.035
F  -4.656  -2.592  -2.044
F  -2.832  -3.108  -1.027
H  -2.193  2.788  -2.287
H  -1.285  1.316  -2.836
H  -1.753  1.500  -1.089
H  -3.774  1.169  -3.282
H  -4.000  1.382  -1.452
C  -2.924  -3.664  4.528
C  -2.143  -3.410  3.200
O  -0.809  -2.968  3.570
C  0.109  -3.343  2.742
O  -0.048  -3.902  1.679
C  1.537  -3.174  3.270
F  1.871  -1.925  3.594
F  1.750  -3.839  4.378
F  2.338  -3.565  2.316
H  -2.605  -4.507  5.168
H  -3.965  -3.791  4.339
H  -2.891  -2.794  5.145
H  -2.476  -2.502  2.651
H  -2.148  -4.301  2.596
C  -0.176  1.054  3.210
C  -1.152  1.001  2.036
O  -0.672  -0.051  1.108
C  0.288  0.264  0.273
O  0.780  1.338  0.156
C  0.792  -0.908  -0.576
F  1.681  -1.611  0.145
F  -0.203  -1.784  -0.762
F  1.366  -0.567  -1.703
H  0.784  1.405  2.933
H  -0.111  0.023  3.592
H  -0.571  1.735  3.992
H  -1.255  1.949  1.496
H  -2.162  0.696  2.380
F  -2.245  -0.076  -4.990
C  -1.118  -0.784  -5.183
C  -0.991  -2.098  -4.741
C  0.193  -2.767  -4.960
C  1.199  -2.143  -5.744
C  0.938  -0.908  -6.338
C  -0.236  -0.259  -6.084
H  -1.785  -2.376  -4.071
H  0.264  -3.780  -4.576
H  2.156  -2.631  -5.816
H  1.695  -0.400  -6.979
H  -0.454  0.680  -6.662
F  -0.972  4.479  3.363
C  -0.729  5.135  2.222
C  0.203  4.588  1.393
C  0.447  5.244  0.177
C  -0.417  6.307  -0.243
C  -1.417  6.710  0.609
C  -1.535  6.161  1.851
H  0.757  3.697  1.677
H  1.286  4.927  -0.455
H  -0.412  6.708  -1.248
H  -2.048  7.502  0.304
H  -2.190  6.574  2.602
F  -0.774  2.052  7.315
C  0.321  1.416  6.813
C  1.095  2.103  5.910
C  2.285  1.545  5.411
C  2.747  0.337  5.962
C  2.074  -0.221  6.996
C  0.812  0.264  7.375
H  0.774  3.127  5.505
H  2.809  2.096  4.638
H  3.717  -0.016  5.583
H  2.441  -1.157  7.458
H  0.190  -0.161  8.093

Computed properties:
E_LUMO (Ha): 0.0217
F_max (hartree/bohr): 0.059
Energy (eV): -109443.80426